# 1
8
Properties=species:S:1:pos:R:3:forces:R:3:mulliken_charge:R:1 method="wB97M-V/def2-TZVPD" e_homo_ev="-9.2 / -9.4" e_above_lowest_kcal_mol=35.9 spin_multiplicity=1
C 1.300639 0.788560 1.316758 -0.536 -0.537 0.938 -0.473
C 1.219354 0.976339 -0.060586 0.402 0.655 -1.312 0.750
C -1.374214 -1.108985 -0.204236 0.745 1.058 -0.457 0.500
N 0.297285 0.565814 -0.873989 1.086 0.575 -0.755 -0.564
N -0.674986 -0.219301 -0.581560 -0.741 -0.569 0.992 0.266
O -2.161787 -1.923370 0.026364 -0.603 -0.877 0.398 -0.391
Br 2.839545 1.140868 2.210290 -0.006 -0.010 -0.156 0.043
Br 2.488922 2.124420 -1.036720 -0.347 -0.295 0.353 -0.131

---

# 2
9
Properties=species:S:1:pos:R:3:forces:R:3:mulliken_charge:R:1 method="wB97M-V/def2-TZVPD" e_homo_ev="-8.9 / -9.4" e_above_lowest_kcal_mol=0.0 spin_multiplicity=1
C 0.486180 0.856864 0.064445 -1.450 -0.514 0.032 -0.136
C 1.537692 0.099269 0.145767 0.826 -0.408 -0.423 0.570
C -1.887276 -0.537033 -0.087709 0.636 -0.117 0.420 0.102
Cl -0.043382 2.422960 -0.053018 0.827 -0.298 0.020 -0.085
Cl 3.177099 0.708063 0.005705 -0.354 0.071 0.161 -0.179
Cl 1.501853 -1.657379 0.211192 -0.186 0.824 0.036 -0.130
Cl -1.829707 -1.675681 1.226645 -0.115 0.563 -0.277 -0.064
Cl -1.892786 -1.350142 -1.623453 -0.186 0.829 0.480 -0.060
Br -2.930429 1.023966 0.244464 0.003 -0.950 -0.449 -0.019

---

# 3
9
Properties=species:S:1:pos:R:3:forces:R:3:mulliken_charge:R:1 method="wB97M-V/def2-TZVPD" e_homo_ev=-11.0 e_above_lowest_kcal_mol=10.0 spin_multiplicity=1
C -2.264638 1.848632 0.375804 -2.318 0.349 -1.819 0.157
C 1.193342 0.008473 0.191715 -0.019 0.753 0.586 0.334
C 0.291674 -1.079555 -0.212560 0.567 0.818 0.388 0.620
O -2.925908 1.742045 -0.554191 1.379 0.282 1.784 -0.190
O 0.991957 -0.288993 -1.132609 -1.161 1.212 -1.047 -0.339
Cl 0.393887 1.421655 0.885069 1.065 -0.134 -0.211 -0.137
Cl 2.845486 -0.133669 0.664604 0.165 -0.242 0.416 -0.139
Cl -1.414467 -0.888535 0.028217 0.102 -0.601 -0.377 -0.146
Cl 0.888669 -2.630053 -0.246047 0.219 -2.437 0.280 -0.160

---

# 4
8
Properties=species:S:1:pos:R:3:forces:R:3:mulliken_charge:R:1 method="wB97M-V/def2-TZVPD" e_homo_ev=-10.8 total_charge=+1 e_above_lowest_kcal_mol=38.7 spin_multiplicity=1
C -0.348704 -1.715429 1.778731 -1.109 0.375 0.531 0.303
F -1.291845 -2.073832 2.751163 0.776 -0.208 -0.256 -0.264
Cs -0.527834 1.275554 -2.200827 -0.105 -0.247 0.487 1.011
F -1.925118 -0.117892 1.161212 1.058 -0.707 -0.394 -0.273
O 2.563322 -0.838286 0.600558 0.059 -0.558 0.470 -0.165
C -0.669419 -0.739210 0.906498 0.579 0.323 0.019 -0.465
C 1.941879 -0.062577 0.035552 -0.355 0.351 -0.341 0.214
Mg 1.601334 -2.386608 2.009561 -0.903 0.670 -0.516 0.638

---

# 5
17
Properties=species:S:1:pos:R:3:forces:R:3:mulliken_charge:R:1 method="wB97M-V/def2-TZVPD" e_homo_ev="-8.8 / -9.2" e_above_lowest_kcal_mol=0.0 spin_multiplicity=5 s_squared=6.004
Rh 2.549658 1.355148 -0.443554 -0.752 -0.726 -0.128 0.492
O 0.364089 0.013371 -3.847418 1.343 -1.221 1.138 -0.318
C 1.420607 0.288881 -3.427582 -1.792 2.636 -2.043 0.839
O 2.370446 0.966787 -3.274393 0.386 -1.391 1.087 -0.438
N -1.190171 -0.506289 0.245269 1.141 -0.482 -0.653 -0.360
S 0.023467 -1.234133 -0.514399 -1.032 0.967 0.713 0.326
O 1.155170 -0.252012 -0.963950 0.503 0.146 0.205 -0.367
C 0.952410 -2.188302 0.819046 -0.455 0.003 -0.056 0.662
F 0.129712 -3.079005 1.355589 -0.068 0.016 -0.095 -0.201
F 1.408618 -1.399285 1.782598 0.261 0.267 0.159 -0.213
F 1.971345 -2.827947 0.261686 0.349 -0.091 -0.179 -0.236
S -0.844117 0.473481 1.547360 -1.147 -0.647 1.619 0.368
O -1.533613 -0.060914 2.774813 1.159 0.739 -1.694 -0.591
C -1.992665 1.850364 1.007542 -0.198 -0.591 0.340 0.727
F -1.524593 2.435628 -0.086671 0.263 0.239 -0.470 -0.245
F -3.220888 1.414061 0.777920 -0.044 -0.028 -0.058 -0.226
F -2.039478 2.750167 1.986145 0.082 0.165 0.117 -0.218

---

# 6
8
Properties=species:S:1:pos:R:3:forces:R:3:mulliken_charge:R:1 method="wB97M-V/def2-TZVPD" e_homo_ev="-2.7 / -5.2" total_charge=-1 e_above_lowest_kcal_mol=0.0 spin_multiplicity=3 s_squared=2.006
C -0.098834 1.708410 0.613693 -0.377 0.037 -1.018 -0.904
C 0.481265 0.626246 0.476687 0.184 -1.066 -0.587 1.225
O 1.024432 -0.412606 0.017197 0.404 0.833 0.371 -0.511
F -0.510516 2.647512 1.443330 0.008 0.140 0.295 -0.230
Pd -0.943792 1.846858 -1.917272 0.276 -0.029 0.808 -0.164
O -0.934821 -1.804763 0.329399 0.640 0.396 0.222 -0.541
C 0.154841 -1.924833 -0.161407 -1.538 -1.329 -0.716 0.673
O 0.827425 -2.686824 -0.801627 0.403 1.018 0.624 -0.548